Entry from OMol25: a single C5H13N molecule in a non-equilibrium geometry (ωB97M-V/def2-TZVPD).

E_tot, Eh: -252.9946
E_HOMO, eV: -8.2480
LUMO level, eV: 1.162
ΔE to the lowest compared entry with this formula, charge and spin, kcal per mole: 42.9
SMILES: CCCN(C)C

Structure (XYZ):
```
19
Properties=species:S:1:pos:R:3:forces:R:3:nbo_charge:R:1
C -1.8027 0.3838 -1.4176 -2.6 0.2 0.8 -0.62
C -1.7004 -0.3665 -0.0506 1.0 -1.3 -2.1 -0.40
C -0.2204 -0.8662 -0.0931 0.3 1.4 0.8 -0.21
N 0.6239 0.2492 0.4196 0.7 -0.1 -0.2 -0.46
C 1.0167 0.0941 1.8241 0.0 0.2 0.0 -0.41
C 1.8506 0.5472 -0.4421 -1.4 0.5 1.6 -0.42
H -0.8864 0.9129 -1.5195 0.6 0.6 -0.7 0.21
H -2.0850 -0.2872 -2.2445 1.1 -0.3 0.3 0.21
H -2.6740 1.0655 -1.5443 0.6 0.2 0.7 0.20
H -2.3489 -1.2510 -0.1121 -0.1 0.3 0.4 0.19
H -1.8389 0.1737 0.8869 -0.2 0.2 -0.4 0.21
H 0.1898 -0.9565 -1.1027 -0.9 -0.7 -0.1 0.19
H -0.0995 -1.8097 0.4564 0.3 0.1 0.1 0.18
H 0.2718 0.3399 2.6068 0.0 0.0 -0.8 0.20
H 1.8978 0.6900 2.0142 0.0 0.6 0.2 0.19
H 1.3731 -0.9019 2.0384 0.0 -0.9 0.1 0.17
H 1.9168 1.6238 -0.7151 -0.7 -0.7 -0.5 0.20
H 2.6486 0.5146 0.2866 1.0 -0.9 -0.6 0.19
H 1.8670 -0.1558 -1.2916 0.6 0.6 0.4 0.20
```
Positions in Å, forces in eV/Å.

Entry from OMol25: a gas-phase ion, C2H8N2O4P (charge -1) in a non-equilibrium geometry (ωB97M-V/def2-TZVPD).

E_tot, Eh: -832.9943
E_HOMO, eV: -4.8184
Net charge: -1
LUMO level, eV: 3.881
ΔE to the lowest compared entry with this formula, charge and spin, kcal per mole: 5.3
SMILES: N[C@@H](O)[C@H](N)[P@@](=O)([O-])O

Structure (XYZ):
```
17
Properties=species:S:1:pos:R:3:forces:R:3:nbo_charge:R:1
N -1.0366 -0.9470 -1.1141 -1.6 1.3 -0.5 -0.85
C -0.9274 -0.9594 0.3036 2.4 0.2 1.7 0.24
O -0.5728 -2.2555 0.7087 -1.8 -1.0 0.8 -0.76
C 0.1552 -0.0488 0.9539 2.2 0.2 -0.7 -0.43
N -0.3056 1.3808 0.8706 -0.7 -1.0 -0.7 -0.87
P 1.8486 -0.3009 0.0422 -1.2 -1.0 -0.9 2.28
O 2.9539 0.4834 0.6562 0.1 0.0 0.4 -1.18
O 1.9676 -1.7801 -0.3500 -0.3 1.7 0.6 -1.19
O 1.4829 0.5595 -1.3731 -2.9 -3.8 0.6 -1.04
H -1.2191 0.0100 -1.4918 0.6 -1.2 0.4 0.35
H -0.1674 -1.3226 -1.4401 0.6 0.2 -0.7 0.39
H -1.7669 -0.5795 0.8729 -1.1 -0.7 -0.4 0.16
H 0.2451 -2.5833 0.3184 0.6 0.8 -0.4 0.51
H 0.3788 -0.4795 1.9980 -0.8 1.2 -1.3 0.22
H 0.4145 2.0479 1.0459 0.9 0.1 0.6 0.36
H -0.4751 1.5745 -0.1360 0.0 -0.5 0.8 0.35
H 2.0762 1.2259 -1.4043 3.1 3.4 -0.2 0.47
```
Positions in Å, forces in eV/Å.

Entry from OMol25: a single C4H8OS molecule in a non-equilibrium geometry (ωB97M-V/def2-TZVPD).

E_tot, Eh: -630.5659
E_HOMO, eV: -8.9583
LUMO level, eV: 0.816
ΔE to the lowest compared entry with this formula, charge and spin, kcal per mole: 43.3
SMILES: O[C@@H]1C[C@H]1CS

Structure (XYZ):
```
14
Properties=species:S:1:pos:R:3:forces:R:3:nbo_charge:R:1
O -2.1048 -1.1691 -0.2965 0.5 0.1 -0.7 -0.72
C -1.2838 -0.3021 0.4564 -1.9 0.8 -2.2 0.08
C -1.5706 1.1954 0.1709 0.5 0.2 0.5 -0.45
C -0.3898 0.4319 -0.4604 0.6 2.3 0.7 -0.28
C 0.9872 0.9558 -0.0691 1.2 1.4 -0.3 -0.50
S 2.1500 -0.4944 0.0080 -0.1 1.1 -0.1 -0.04
H -2.5813 -1.7803 0.2381 -0.5 -0.5 0.8 0.48
H -1.0787 -0.6540 1.4364 0.5 0.1 0.8 0.19
H -1.2582 1.8074 1.0361 -0.2 -0.1 -0.7 0.20
H -2.3650 1.6894 -0.4537 0.7 -1.3 0.8 0.24
H -0.4924 0.2381 -1.5196 -0.1 -0.4 0.1 0.25
H 1.4318 1.6850 -0.8530 -0.9 -1.3 1.0 0.23
H 1.0072 1.6063 0.8912 -0.1 -1.5 -1.3 0.22
H 1.3172 -1.0139 0.8816 -0.1 -0.8 0.5 0.11
```
Positions in Å, forces in eV/Å.

Entry from OMol25: a molecular structure, C56H44N2OP2S3Ti in a non-equilibrium geometry (ωB97M-V/def2-TZVPD).

2S+1: 2
E_tot, Eh: -5071.0635
E_HOMO (alpha / beta), eV: -15.2198 / -15.2169
Net charge: +3
LUMO level (alpha / beta), eV: -8.886 / -8.562

Structure (XYZ):
```
109
Properties=species:S:1:pos:R:3:forces:R:3:mulliken_spin:R:1
Ti 0.2177 -0.1141 0.4791 0.3 0.0 0.5 0.96
O -1.7754 -2.1323 -0.2020 -0.2 -0.1 0.0 0.01
S -1.1482 -2.0022 1.1544 -0.7 -1.0 -0.5 0.00
C -2.5304 -2.0780 2.2631 0.7 0.2 0.1 0.02
C -2.9220 -3.3134 2.7390 0.0 -0.1 0.0 0.00
C -4.0307 -3.4742 3.5752 -0.1 0.0 0.1 0.00
C -4.7476 -2.3550 3.9123 0.1 0.0 -0.1 0.00
C -5.9704 -2.2007 4.7655 -0.1 0.0 0.1 0.00
C -6.3276 -0.6982 4.6854 -0.1 0.0 0.1 0.00
C -5.3005 -0.1089 3.7654 0.1 0.1 -0.1 0.00
C -5.1431 1.1608 3.2795 -0.2 -0.1 0.1 0.00
C -4.0945 1.3981 2.3833 0.1 -0.1 0.0 -0.01
C -3.1659 0.4446 1.9807 0.2 0.1 0.0 -0.01
P -2.0401 0.9760 0.6289 -1.2 0.7 -0.1 0.00
C -3.1073 1.0754 -0.8508 0.3 -0.3 -0.1 -0.02
C -4.1638 1.9832 -0.9373 0.0 0.0 0.0 0.00
C -4.9374 2.0281 -2.0839 0.0 0.1 0.1 0.00
C -4.6646 1.1830 -3.1535 0.0 0.0 0.0 0.00
C -3.6126 0.2861 -3.0741 0.0 0.0 -0.1 0.00
C -2.8377 0.2349 -1.9257 0.0 0.1 0.2 0.03
C -1.6359 2.7490 0.8677 0.1 -0.1 0.1 -0.01
C -1.8312 3.4937 2.0266 0.1 0.0 0.0 0.01
C -1.5236 4.8490 2.0476 0.1 0.0 0.1 0.00
C -0.9945 5.4664 0.9263 0.0 0.0 0.0 0.00
C -0.7741 4.7261 -0.2285 0.0 0.0 -0.1 0.00
C -1.0962 3.3808 -0.2599 0.0 -0.1 0.0 0.01
C -3.2859 -0.8864 2.5034 -0.2 0.1 0.0 0.01
C -4.3841 -1.1031 3.3666 0.1 0.0 -0.1 0.00
C -0.1040 -3.4314 1.3489 -0.1 0.3 0.3 -0.06
C 0.0244 -4.0787 2.5626 0.0 0.1 0.0 0.00
C 0.7238 -5.2871 2.6960 0.1 -0.2 0.0 0.00
C 1.2678 -5.8505 1.5686 -0.1 0.2 0.0 0.00
C 1.9826 -7.1519 1.3521 0.0 -0.2 0.1 0.00
C 2.3562 -7.1620 -0.1511 0.0 -0.1 0.0 0.00
C 1.8551 -5.8506 -0.6845 0.0 0.2 -0.1 0.00
C 1.9108 -5.2926 -1.9365 0.1 -0.2 0.1 0.00
C 1.3701 -4.0114 -2.1157 -0.1 0.2 0.1 0.00
C 0.7552 -3.2874 -1.1041 -0.1 0.2 0.0 -0.01
P 0.2555 -1.5875 -1.5094 0.8 -0.7 -1.2 -0.01
C -0.6873 -1.8073 -3.0553 -0.2 0.0 0.1 0.01
C -1.6994 -2.7694 -3.0824 0.1 0.0 0.0 0.00
C -2.3802 -3.0159 -4.2618 0.0 -0.1 0.0 0.00
C -2.0637 -2.3075 -5.4148 0.0 0.0 0.0 0.00
C -1.0706 -1.3408 -5.3830 0.0 0.0 -0.1 0.00
C -0.3850 -1.0787 -4.2049 0.0 0.0 0.1 0.00
C 1.6587 -0.5562 -2.1146 -0.3 0.0 0.2 0.03
C 1.4412 0.7942 -1.8049 -0.1 -0.6 -0.1 -0.02
C 2.3082 1.7859 -2.2377 -0.1 0.2 -0.1 0.01
C 3.4144 1.4261 -2.9933 -0.1 0.1 0.0 0.00
C 3.6509 0.0896 -3.2938 0.1 -0.1 0.0 0.00
C 2.7828 -0.9007 -2.8577 0.0 -0.1 0.0 0.00
C 0.5835 -3.8900 0.1807 0.0 -0.1 -0.1 0.01
C 1.2034 -5.1437 0.3475 -0.1 0.1 0.1 0.00
H -2.3748 -4.1970 2.4405 0.0 0.0 0.0 0.00
H -4.2984 -4.4595 3.9314 0.0 0.0 0.0 0.00
H -5.7810 -2.5221 5.7907 0.0 0.0 0.0 0.00
H -6.7764 -2.8313 4.3871 0.0 0.0 0.0 0.00
H -6.2836 -0.2125 5.6619 0.0 0.0 0.0 0.00
H -7.3386 -0.5391 4.3093 0.0 0.0 0.0 0.00
H -5.8212 1.9625 3.5417 0.0 0.0 0.0 0.00
H -4.0190 2.3959 1.9803 -0.1 0.0 -0.1 0.00
H -4.3852 2.6732 -0.1360 0.0 0.0 0.1 0.00
H -5.7565 2.7324 -2.1431 0.0 0.0 0.0 0.00
H -5.2708 1.2356 -4.0479 0.0 0.0 0.0 0.00
H -3.3948 -0.3789 -3.9006 0.0 0.0 0.0 0.00
H -2.0328 -0.4754 -1.8542 -0.2 0.1 0.0 -0.01
H -2.2630 3.0386 2.9071 0.1 0.0 0.1 0.00
H -1.7076 5.4225 2.9476 0.0 0.0 0.0 0.00
H -0.7738 6.5254 0.9440 0.0 0.0 0.0 0.00
H -0.3820 5.2104 -1.1134 0.0 0.0 0.0 0.00
H -0.9898 2.8231 -1.1861 0.0 0.1 0.0 0.00
H -0.4538 -3.6585 3.4386 0.0 0.0 0.0 0.00
H 0.7908 -5.7650 3.6643 0.0 0.0 0.0 0.00
H 1.3321 -7.9898 1.6088 0.0 0.0 0.0 0.00
H 2.8575 -7.2396 1.9978 0.0 0.0 0.0 0.00
H 1.8697 -7.9861 -0.6759 0.0 0.0 0.0 0.00
H 3.4276 -7.2797 -0.3142 0.0 0.0 0.0 0.00
H 2.3620 -5.8111 -2.7724 0.0 0.0 0.0 0.00
H 1.4293 -3.5623 -3.1007 0.0 0.0 0.0 0.00
H -1.9447 -3.3189 -2.1835 0.0 0.0 -0.1 0.00
H -3.1579 -3.7679 -4.2811 0.0 0.0 0.0 0.00
H -2.5911 -2.5092 -6.3376 0.0 0.0 0.0 0.00
H -0.8168 -0.7875 -6.2774 0.0 0.0 0.0 0.00
H 0.3821 -0.3179 -4.1991 0.0 0.0 0.0 0.00
H 0.5074 1.0783 -1.2715 0.1 0.3 -0.4 0.01
H 2.1040 2.8269 -2.0204 0.0 0.0 0.0 0.00
H 4.0856 2.1924 -3.3580 0.0 0.0 0.0 0.00
H 4.5197 -0.1804 -3.8808 0.0 0.0 0.0 0.00
H 2.9662 -1.9332 -3.1277 0.0 0.0 0.0 0.00
C 3.5944 -2.5599 0.3203 0.0 -0.1 -0.2 0.01
C 3.4281 -1.0935 0.4832 0.3 0.1 0.1 0.02
N 2.3336 -0.4698 0.8529 0.3 0.1 0.2 0.00
C 2.5710 0.8847 1.0575 0.6 0.0 0.1 -0.02
C 3.8279 1.2950 0.7575 0.0 0.0 -0.1 -0.01
S 4.7777 -0.0433 0.2985 -0.4 -0.1 0.0 0.00
C 1.6002 1.5447 1.9313 0.1 0.3 0.5 0.02
C 1.7908 2.6731 2.6644 -0.1 0.0 0.0 0.01
S 0.8203 2.6338 4.0640 -0.3 -0.2 -0.3 0.00
C 0.1083 1.1541 3.5587 0.1 0.1 0.3 0.01
N 0.6004 0.7081 2.4255 0.0 0.2 0.1 0.02
C -0.8752 0.4252 4.4036 -0.1 0.1 0.1 0.00
H 3.4267 -2.8695 -0.7135 0.0 0.0 0.0 0.00
H 2.8929 -3.0937 0.9564 0.0 0.0 0.0 0.00
H 4.6108 -2.8429 0.5910 0.0 0.0 0.0 0.00
H 4.2475 2.2849 0.8439 0.0 0.0 0.1 0.00
H 2.5098 3.4615 2.5055 0.1 -0.1 0.0 0.00
H -0.4318 0.2299 5.3815 0.0 0.0 0.0 0.00
H -1.1438 -0.5211 3.9418 0.0 0.0 0.0 0.00
H -1.7808 1.0106 4.5722 0.0 0.0 -0.1 0.00
```
Positions in Å, forces in eV/Å.

Q: Look up the E_tot of the first one.
A: -252.9946 Eh

Q: Which formula does entry 2 have?
A: C2H8N2O4P

Q: Look up the E_tot of the fourth one.
A: -5071.0635 Eh